A 9-piece molecular cluster, C33H70N2O11 overall, computed with wB97M-V/def2-TZVPD.

Summary:
Spin multiplicity: 1
HOMO energy, eV: -9.00
Energy above the lowest of the compared OMol25 structures with the same formula, charge and spin, eV: 2.878
Largest force on an atom, Eh/bohr: 0.26330

XYZ file:
```
116
Properties=species:S:1:pos:R:3:lowdin_charge:R:1
H -2.971 -1.485 1.908 0.06
O -0.081 -3.909 -0.713 -0.24
H -2.528 0.043 -0.022 0.12
H -2.720 3.771 2.663 0.09
H -1.745 -4.141 -3.290 0.07
O -0.736 3.618 2.291 -0.15
H 3.835 0.420 2.802 0.16
C 1.896 -4.298 1.154 0.00
H -3.145 3.211 0.336 0.08
O 0.640 -1.371 4.514 -0.10
C 4.802 3.353 3.730 -0.19
C 0.014 4.403 -3.706 -0.16
C -1.041 -0.658 -4.674 -0.20
C 3.444 1.574 2.790 -0.12
H -1.251 -2.511 -4.041 0.05
C 0.263 -0.319 3.697 -0.22
H -5.079 -0.378 3.106 0.15
H -2.740 4.689 -2.294 0.14
H 1.649 -5.170 0.492 0.12
C -1.983 -2.807 -1.487 -0.14
H -1.244 0.860 4.900 0.11
C -2.365 4.435 -3.383 -0.19
H 0.905 -3.873 1.357 0.11
C -1.716 -4.096 -2.240 -0.17
H 3.975 -1.321 -1.140 0.10
H 3.997 3.647 2.018 0.08
C -5.325 0.767 1.181 -0.09
O -1.221 5.048 -3.955 -0.17
C -0.766 -2.057 -4.855 -0.18
N 0.935 0.132 -0.378 -0.53
C 3.489 -2.106 -1.652 -0.15
O 0.174 -0.492 0.478 -0.12
H -2.136 0.683 -5.919 0.13
H -0.675 -1.938 0.138 0.11
H -2.343 2.386 -2.876 0.05
H 1.137 1.426 6.180 0.11
H -3.532 -2.095 -5.500 0.14
H -2.528 2.617 -4.676 0.12
H 2.179 -4.756 2.118 0.12
C -2.100 3.197 2.132 -0.14
H -3.817 -0.966 -0.560 0.06
H -0.580 -0.640 3.092 0.11
H 3.772 -1.635 1.039 0.07
H 0.141 1.799 4.208 0.14
H 0.880 3.489 1.154 0.09
H 2.494 1.775 2.239 0.09
H -2.153 2.167 2.150 0.08
H 1.570 -1.412 6.395 0.13
C 0.624 0.508 5.950 -0.16
C -4.425 0.008 2.216 -0.15
H 0.062 0.299 6.813 0.09
H -0.147 1.988 1.271 0.12
H -0.132 -1.882 -1.643 0.12
C -0.595 -2.539 -0.828 -0.17
H 1.969 -1.034 -2.416 0.05
O 2.050 0.596 -0.004 -0.03
C -3.510 -0.350 0.159 -0.17
H -0.612 4.713 -0.576 0.17
O 0.622 0.179 -1.557 -0.03
H -2.347 -4.945 -1.695 0.16
N 2.942 -3.467 0.421 -0.32
C -2.223 3.652 0.648 -0.17
H 5.157 2.373 1.850 0.05
O 2.759 -1.494 -2.771 -0.06
H 0.422 -4.031 -2.890 0.14
H -2.399 -2.175 -2.007 0.00
H -0.142 2.174 -3.314 0.06
H 0.093 -5.610 -2.038 0.16
H 2.824 3.662 4.606 0.12
H -2.833 -3.004 -0.687 0.15
O -4.325 0.846 0.123 -0.13
C 4.439 2.783 2.387 -0.17
H 4.304 -4.714 1.334 0.10
C 2.416 -2.977 -0.832 -0.09
H -3.173 -1.487 -7.040 0.08
H 1.022 0.035 3.016 0.08
H 3.819 -4.858 -0.334 0.07
H 0.209 4.432 -2.581 0.11
H 5.040 -3.695 0.122 0.14
C -0.055 3.096 1.193 -0.20
H 3.672 -2.608 2.273 0.08
C 4.132 -4.273 0.406 0.01
C -3.703 -1.024 1.463 -0.18
H 5.185 4.426 3.656 0.12
H 2.313 -0.596 5.390 0.06
C 1.347 -0.752 5.555 -0.23
C -2.095 2.933 -3.676 -0.14
O 3.370 1.731 4.214 -0.20
H -4.395 -1.814 1.444 0.11
C 3.630 2.956 4.694 -0.24
H 4.214 -2.670 -1.939 0.04
H -0.369 2.563 -4.864 0.12
H 2.018 -3.749 -1.618 0.15
H -5.647 1.740 1.419 0.12
C -2.743 -1.580 -6.141 -0.20
H -0.827 2.978 -0.775 0.02
C -0.867 3.606 -0.032 -0.13
H 4.266 2.898 5.604 0.13
H 1.386 -2.334 -0.681 0.14
C 3.127 -2.348 1.448 0.01
O -1.540 -2.307 -6.102 -0.14
H -6.079 0.323 1.006 0.01
H 0.744 4.679 -4.487 0.13
H -2.491 4.834 0.622 0.15
H 5.820 2.624 3.826 0.16
C -0.162 0.774 4.707 -0.15
H -1.046 -0.419 -3.530 0.13
C -0.257 -4.468 -1.990 -0.25
H -3.098 0.081 -4.751 0.07
H -3.228 4.671 -4.019 0.11
C -2.370 -0.331 -5.370 -0.16
H -3.700 0.562 2.752 0.08
H 0.220 -2.547 -5.007 0.14
H -0.189 -0.131 -5.246 0.14
H 2.404 -1.575 1.750 0.11
C -0.566 2.988 -3.801 -0.20
```

C4H7NS3 in the gas phase, computed with wB97M-V/def2-TZVPD.

Summary:
Spin multiplicity: 1
SMILES string: S=CNCC(=S)CS
HOMO energy, eV: -8.98
Energy above the lowest of the compared OMol25 structures with the same formula, charge and spin, eV: 1.996
Largest force on an atom, Eh/bohr: 0.09233

XYZ file:
```
15
Properties=species:S:1:pos:R:3:lowdin_charge:R:1
H 0.044 0.842 1.241 0.08
H -0.558 -1.846 0.578 0.17
C -0.442 -1.177 -0.370 -0.27
C 2.002 -0.600 0.070 -0.72
C -0.939 1.037 0.722 -0.69
H 2.123 -1.531 0.729 0.08
S 3.346 0.338 -0.090 0.59
S -0.685 2.362 -0.401 0.72
H -1.675 1.312 1.629 0.13
H 0.717 2.028 -0.822 -0.05
S -3.184 -0.365 -0.180 0.67
C -1.522 -0.136 -0.028 -0.81
H -0.749 -1.904 -1.151 0.12
N 0.784 -0.585 -0.655 -0.11
H 0.739 0.225 -1.272 0.08
```

C13H10CrN2O4 as an isolated structure, computed with wB97M-V/def2-TZVPD.

Summary:
Spin multiplicity: 5
HOMO energy (spin up / spin down), eV: -15.04 / -15.83
Energy above the lowest of the compared OMol25 structures with the same formula, charge and spin, eV: 1.478
Net charge: +2
Largest force on an atom, Eh/bohr: 0.19492

XYZ file:
```
30
Properties=species:S:1:pos:R:3:lowdin_charge:R:1
C 0.076 -2.081 1.486 -0.13
H 1.519 -3.274 0.374 0.20
C -1.393 -2.239 3.368 -0.02
H -1.337 0.972 2.088 0.11
N 1.029 -2.381 0.478 0.18
C -1.573 0.960 -1.069 -0.04
C -0.516 -2.871 2.487 0.04
H 1.237 2.242 -3.567 0.12
C 0.328 1.759 -3.210 -0.11
H -1.831 -2.780 4.201 0.13
H -2.419 -0.395 3.816 0.13
H -0.567 -0.174 -2.911 0.10
C 1.215 -1.288 -0.310 -0.07
C -1.163 -0.113 2.113 -0.02
N 0.409 -0.310 0.091 -0.06
H 1.988 -1.182 -1.077 0.15
C 2.083 1.504 -1.292 -0.05
C 0.518 1.968 0.964 -0.04
C -0.285 -0.754 1.248 -0.21
O 0.101 4.119 -2.287 0.23
Cr 0.227 1.426 -0.824 0.38
C 0.340 0.427 -2.836 -0.08
O 3.114 1.529 -1.820 0.26
O -2.502 0.287 -1.179 0.26
C 0.053 3.205 -1.573 -0.06
H 1.251 -0.161 -2.954 0.10
C -1.718 -0.890 3.150 -0.02
O 0.690 2.208 2.091 0.25
H -0.582 2.219 -3.589 0.12
H -0.292 -3.932 2.540 0.13
```

C24H20N4O4S3 in the gas phase, computed with wB97M-V/def2-TZVPD.

Summary:
Spin multiplicity: 1
SMILES string: O=C(O)COc1ccccc1/C=N/NC(=O)CSc1nnc(SCc2cccc3ccccc23)s1
HOMO energy, eV: -8.31
Largest force on an atom, Eh/bohr: 0.03237

XYZ file:
```
55
Properties=species:S:1:pos:R:3:lowdin_charge:R:1
H -1.439 -0.343 -2.044 0.08
C 0.166 -2.758 -0.352 -0.94
C 2.717 1.538 -0.998 -0.09
C -2.371 -3.096 0.656 -0.37
H -1.135 2.190 0.193 0.09
H 2.605 2.012 -3.486 0.11
H -2.457 1.691 3.101 0.12
O -0.488 2.868 0.461 0.13
C -0.345 0.413 -3.723 -0.06
H -1.076 0.089 -4.448 0.11
C -3.499 1.764 0.642 -0.05
C -0.549 0.161 -2.387 -0.02
H 4.746 2.020 0.368 0.17
C -2.447 0.729 2.608 -0.04
H -1.513 -0.297 4.223 0.11
C 0.789 1.106 -4.124 -0.08
H 5.174 -1.783 1.984 0.09
C 1.710 1.490 -3.178 -0.03
C 2.465 -2.262 -0.064 -0.95
C -2.993 -0.629 0.645 -0.13
N 4.347 1.088 0.501 0.06
C -1.890 -1.604 2.561 -0.04
C -1.922 -0.370 3.226 -0.07
C 1.562 1.191 -1.815 -0.12
H 0.951 1.337 -5.164 0.10
H -3.633 -1.652 -1.146 0.08
C -2.415 -1.749 1.301 -0.24
H 3.217 2.478 -1.255 0.14
C 0.614 2.323 0.978 -0.50
H -1.914 -3.826 1.321 0.08
H 1.626 0.415 1.081 0.10
N 3.215 0.747 -0.135 0.01
N 0.489 -2.485 0.863 -0.04
C 0.605 0.796 0.986 -0.09
C -3.580 -0.702 -0.637 -0.06
S 4.162 -1.972 -0.187 0.93
O -0.055 0.278 -0.146 -0.05
O 6.071 0.563 1.830 0.08
S 1.521 -2.695 -1.484 1.01
H -4.425 2.533 -1.113 0.11
C 4.466 -1.169 1.429 -0.33
H -3.475 2.716 1.153 0.12
H 0.014 0.448 1.840 0.12
C -4.032 1.661 -0.612 -0.07
H -4.525 0.337 -2.232 0.11
N 1.773 -2.204 1.023 -0.05
H -3.363 -3.439 0.359 0.09
S -1.412 -3.148 -0.913 0.94
H -1.439 -2.451 3.053 0.11
H 3.502 -1.145 1.936 0.07
C -2.980 0.630 1.305 -0.18
C -4.083 0.413 -1.249 -0.07
C 5.048 0.222 1.284 -0.53
C 0.381 0.549 -1.416 -0.22
O 1.522 2.983 1.397 0.12
```

> Which of these has the highest spin multiplicity?

C13H10CrN2O4